Here is C43H59I2N4O2Si2Zn as an isolated structure from OMol25. Energies are from the ωB97M-V functional and the def2-TZVPD basis.

- Highest occupied orbital energy: -4.70 eV
- Gap between HOMO and LUMO: 6.71 eV
- E: -4997.438675 Ha
- Net charge: -1
- Relative energy (zero: lowest compared OMol25 entry of this formula, charge and spin): 0.00 kcal/mol

```
113
Properties=species:S:1:pos:R:3:forces:R:3
Zn 0.536637 -0.465825 0.748574 0.3762 -0.1100 0.3214
C -1.578266 -3.212865 2.570039 -0.0273 0.0008 -0.0503
C -0.398711 -3.378141 3.507784 -0.0273 -0.0309 0.0688
C 0.930087 -3.580660 2.784727 0.0384 -0.0362 0.0553
C -0.240838 -2.287022 4.547291 0.0307 0.0401 -0.0292
C -0.270054 -2.718514 5.872588 0.0079 -0.0133 -0.0112
C 0.074391 -1.896445 6.926388 0.0054 0.0138 -0.0026
C 0.574095 -0.643111 6.625294 0.0081 -0.0276 0.0252
C 0.630454 -0.174999 5.321252 0.0133 0.0001 -0.0445
C 1.409628 1.112195 5.096932 0.0056 0.0077 0.0052
C 0.812149 2.316439 5.824070 -0.0018 0.0200 0.0034
C 2.871816 0.903183 5.507152 -0.0044 0.0052 0.0090
C 0.081499 -0.941583 4.257101 0.0650 -0.0926 0.0022
N -0.030362 -0.325801 2.978183 -0.0520 0.0624 -0.1587
C -0.612139 0.912932 3.067898 -0.0031 -0.0157 0.0001
O -1.449876 1.291134 3.877921 -0.0050 -0.0021 0.0254
C 0.016063 1.952194 2.150626 0.0690 -0.0159 0.0125
C -0.016108 3.321515 2.330251 -0.0230 -0.0500 0.0295
C 0.905052 4.084481 1.615100 0.0201 0.0420 0.0008
C 1.842510 3.489213 0.782785 0.0254 -0.0223 0.0118
C 1.772265 2.115156 0.622947 -0.0566 0.0049 0.0464
N 0.863135 1.430666 1.284032 -0.1729 0.0185 -0.1504
C 2.757283 1.231742 -0.115338 0.0881 0.0174 0.1024
O 3.828676 1.718883 -0.471509 -0.0160 0.0156 -0.0305
N 2.372789 -0.058253 -0.189192 -0.0554 0.0334 -0.0106
C 3.383138 -0.977984 -0.581178 -0.0645 -0.0484 -0.0091
C 3.616839 -1.298485 -1.927527 0.0217 0.0148 -0.0121
C 4.561085 -2.281172 -2.219841 -0.0018 -0.0030 0.0149
C 5.265127 -2.939115 -1.227338 0.0021 0.0022 -0.0156
C 5.040218 -2.602935 0.095878 0.0081 0.0326 0.0062
C 4.114798 -1.622081 0.436856 0.0210 -0.0243 0.0308
C 3.945482 -1.220484 1.891795 -0.0242 0.0146 0.0102
C 4.861393 -0.035847 2.224857 0.0043 0.0009 0.0180
C 4.205553 -2.360612 2.877618 0.0078 -0.0191 -0.0193
C 2.883456 -0.684045 -3.109422 0.0028 -0.0120 -0.0236
C 2.934872 0.839671 -3.232224 0.0108 0.0039 -0.0015
C 1.435834 -1.159503 -3.188638 -0.0048 -0.0025 0.0461
H -1.641155 -4.055767 1.875476 0.0047 0.0022 0.0270
H -2.508129 -3.157282 3.137801 -0.0307 -0.0021 -0.0074
H -1.487287 -2.297344 1.993971 -0.0028 0.0090 0.0026
H -0.573938 -4.298719 4.074864 -0.0316 0.0140 -0.0172
H 1.255294 -2.667679 2.280654 -0.0138 0.0034 0.0270
H 1.707150 -3.837181 3.506143 -0.0169 0.0096 0.0035
H 0.863787 -4.382662 2.046686 0.0029 0.0153 0.0309
H -0.560749 -3.745480 6.066573 -0.0028 -0.0017 0.0094
H 0.014874 -2.245966 7.949179 0.0032 -0.0012 0.0075
H 0.959667 -0.015786 7.420912 -0.0077 0.0033 0.0106
H 1.430327 1.332352 4.032998 -0.0253 0.0022 -0.0336
H 0.895804 2.197658 6.907486 -0.0099 -0.0138 0.0102
H 1.350620 3.227548 5.551560 0.0045 0.0078 -0.0001
H -0.239219 2.439324 5.568243 0.0010 0.0032 -0.0003
H 2.959799 0.722709 6.580951 0.0045 0.0028 -0.0002
H 3.302938 0.045117 4.987670 -0.0174 0.0155 0.0277
H 3.466413 1.786873 5.262564 0.0021 0.0024 -0.0026
H -0.714913 3.759155 3.028104 0.0005 0.0047 0.0079
H 0.901642 5.160968 1.725589 -0.0021 0.0042 -0.0032
H 2.594335 4.055628 0.254374 0.0011 0.0017 -0.0051
H 4.740996 -2.532251 -3.259397 0.0068 -0.0016 -0.0059
H 5.991646 -3.700413 -1.484145 0.0016 -0.0045 -0.0014
H 5.600813 -3.102028 0.875869 0.0037 -0.0131 0.0099
H 2.915143 -0.878838 2.036417 0.0011 -0.0397 0.0047
H 5.906571 -0.346024 2.138361 0.0086 -0.0059 -0.0070
H 4.706850 0.799971 1.546223 -0.0073 0.0189 -0.0215
H 4.691139 0.301921 3.249624 0.0148 -0.0018 -0.0235
H 5.276176 -2.545199 2.995107 0.0086 -0.0082 -0.0072
H 3.809156 -2.100722 3.861354 0.0051 0.0036 0.0018
H 3.735592 -3.292915 2.560277 0.0035 0.0253 0.0070
H 3.401262 -1.083676 -3.988163 -0.0219 -0.0082 -0.0029
H 2.225617 1.326480 -2.564692 -0.0018 -0.0013 -0.0177
H 3.925684 1.234268 -3.012583 -0.0099 -0.0066 0.0053
H 2.658037 1.119302 -4.251517 0.0011 0.0095 -0.0109
H 0.855348 -0.748821 -2.360207 -0.0043 -0.0117 -0.0191
H 0.985261 -0.808180 -4.118681 -0.0051 0.0196 -0.0178
H 1.359199 -2.249871 -3.161259 0.0139 -0.0044 -0.0047
C -1.854190 -2.096354 -3.767644 -0.0118 -0.0263 -0.0162
Si -3.228310 -1.547105 -2.628570 -0.0480 -0.0448 0.0271
C -4.648449 -2.788921 -2.797959 0.0067 0.0682 -0.0240
C -3.867926 0.069758 -3.328640 0.0113 -0.0482 -0.0416
C -2.538367 -1.397870 -0.823262 0.1103 0.0536 0.0279
C -1.490540 -2.453877 -0.624412 -0.0017 -0.0176 -0.0099
C -1.814626 -3.784250 -0.927743 0.0212 0.0178 0.0563
C -0.847126 -4.762982 -0.959602 0.0147 -0.0029 -0.0078
C 0.468085 -4.421988 -0.678700 -0.0125 -0.0102 -0.0357
C 0.718716 -3.123696 -0.302557 -0.0110 0.0333 -0.0393
N -0.225921 -2.170025 -0.243557 -0.1103 0.0399 -0.0258
Si -3.976765 -1.303310 0.445179 0.0005 0.0017 -0.0463
C -3.578167 -0.424922 2.039726 -0.0529 -0.0231 0.0226
C -5.401308 -0.305522 -0.266498 0.0497 0.0262 -0.0226
C -4.637441 -3.032895 0.784463 0.0209 0.0185 0.0250
H -2.250390 -2.142118 -4.785828 0.0040 0.0019 -0.0116
H -1.423199 -3.068144 -3.526146 -0.0085 0.0025 -0.0050
H -1.056058 -1.355781 -3.756981 0.0258 0.0116 -0.0039
H -4.824261 -2.915734 -3.870349 -0.0047 0.0142 -0.0127
H -5.572228 -2.406456 -2.363478 -0.0159 -0.0354 0.0049
H -4.474280 -3.781044 -2.385216 0.0542 -0.0339 0.0035
H -4.530548 -0.171057 -4.166161 -0.0043 0.0029 -0.0100
H -3.044414 0.674162 -3.711565 0.0038 0.0044 0.0124
H -4.421908 0.688684 -2.628439 -0.0377 0.0061 0.0566
H -2.838054 -4.027681 -1.161008 -0.0574 -0.0011 -0.0255
H -1.114283 -5.780151 -1.218145 0.0003 -0.0040 -0.0012
H 1.276663 -5.137093 -0.721791 0.0055 -0.0039 -0.0010
H 1.722467 -2.815242 -0.034189 0.0112 -0.0062 -0.0220
H -4.454514 -0.537581 2.687617 0.0180 0.0005 0.0205
H -2.712859 -0.772296 2.595131 0.0314 -0.0141 0.0167
H -3.440665 0.644156 1.874068 -0.0059 0.0214 -0.0390
H -5.114107 0.738833 -0.401532 0.0006 0.0118 -0.0015
H -6.206970 -0.330564 0.472868 0.0086 0.0074 0.0244
H -5.806839 -0.675396 -1.205567 -0.0188 0.0101 -0.0203
H -3.878657 -3.693469 1.201384 0.0192 -0.0377 0.0217
H -5.053568 -3.505420 -0.107102 0.0064 0.0344 -0.0154
H -5.443761 -2.949642 1.518192 -0.0003 -0.0114 0.0160
I -1.648714 0.626675 -0.872113 -0.2239 0.0412 -0.1514
I -0.846531 3.688627 -1.718789 0.0273 0.0139 -0.0058
```
Positions in Å, forces in eV/Å.